{
  "formula": "C7H19BNO7PS",
  "method": "ωB97M-V with the def2-TZVPD basis set",
  "elements": ["C", "C", "O", "B", "O", "P", "N", "C", "C", "C", "O", "H", "H", "H", "H", "H", "H", "H", "H", "H", "H", "H", "H", "H", "H", "H", "O", "S", "O", "O", "C", "C", "O", "H", "H", "H", "H"],
  "coordinates": [[4.5006, 1.7919, 0.7352], [4.9355, 1.8150, -0.7095], [3.8712, 2.0439, -1.6418], [2.9262, 2.9630, -1.2391], [3.2107, 4.2814, -1.1177], [1.1083, 2.2926, -0.8163], [-0.5557, 1.5701, -0.4107], [-1.3805, 2.5702, 0.2663], [-0.3137, 0.4643, 0.4307], [-0.3507, -0.9036, -0.1650], [-0.0574, 0.5933, 1.5793], [5.2785, 1.2891, 1.2910], [4.4268, 2.7727, 1.1707], [3.6028, 1.2147, 0.8908], [5.3338, 0.8416, -0.9425], [5.7412, 2.5173, -0.8779], [4.0204, 4.5165, -1.5970], [1.1161, 2.9392, 0.4597], [0.5262, 2.9329, -1.9435], [1.6170, 0.9574, -0.8496], [-0.9659, 2.8873, 1.2152], [-1.5192, 3.3981, -0.4164], [-2.3603, 2.1511, 0.4347], [0.6017, -1.3970, -0.0305], [-1.0856, -1.4797, 0.3693], [-0.5548, -0.8586, -1.2233], [-3.1693, -5.7589, -1.1515], [-2.9682, -4.4806, -0.5815], [-1.8857, -3.6534, -0.9609], [-2.9807, -4.6342, 1.0156], [-3.9948, -3.7988, 1.5875], [-5.0595, -3.7077, 0.5151], [-4.3206, -3.6275, -0.7100], [-3.5581, -2.8213, 1.8030], [-4.3651, -4.2427, 2.5074], [-5.6929, -2.8324, 0.6259], [-5.6786, -4.6071, 0.4871]],
  "nbo_charge": [-0.66, -0.06, -0.75, 0.82, -0.90, 0.65, -0.81, -0.43, 0.70, -0.71, -0.59, 0.22, 0.22, 0.22, 0.18, 0.16, 0.49, -0.01, 0.00, -0.04, 0.19, 0.20, 0.20, 0.23, 0.24, 0.23, -0.89, 2.55, -0.90, -0.69, -0.10, -0.10, -0.69, 0.19, 0.21, 0.21, 0.19],
  "energy_ha": -1623.90253,
  "multiplicity": 1
}


{
  "formula": "C3H6F2IN",
  "method": "ωB97M-V with the def2-TZVPD basis set",
  "elements": ["C", "N", "C", "C", "F", "F", "I", "H", "H", "H", "H", "H", "H"],
  "coordinates": [[-0.0177, -0.8284, 0.9305], [-0.7305, -0.4310, -0.2854], [-0.0948, 0.6909, -0.9628], [-1.0746, -1.3373, -1.2145], [-1.9288, -0.8527, -2.1682], [-1.8626, -2.4743, -0.6956], [0.6088, -2.2716, -2.3835], [0.8311, -1.3197, 0.5282], [0.1469, -0.0046, 1.5359], [-0.6870, -1.5703, 1.5775], [0.9086, 0.3811, -0.9769], [-0.5513, 0.7583, -1.9181], [-0.4616, 1.5825, -0.3817]],
  "nbo_charge": [-0.41, -0.49, -0.43, 0.81, -0.34, -0.38, -0.07, 0.20, 0.21, 0.23, 0.20, 0.23, 0.22],
  "energy_ha": -670.04599,
  "multiplicity": 1
}


{
  "formula": "C38H41CdClN8O4Se",
  "method": "ωB97M-V with the def2-TZVPD basis set",
  "elements": ["Cd", "O", "Cl", "O", "O", "O", "C", "C", "C", "C", "C", "C", "C", "C", "C", "C", "C", "C", "N", "C", "C", "C", "C", "C", "N", "C", "C", "C", "C", "H", "H", "H", "H", "H", "H", "H", "H", "H", "H", "H", "H", "H", "H", "H", "H", "H", "H", "H", "H", "H", "H", "H", "H", "H", "H", "H", "H", "H", "N", "C", "C", "C", "C", "C", "C", "N", "C", "C", "C", "C", "N", "C", "C", "H", "H", "H", "H", "H", "H", "H", "H", "H", "Se", "N", "C", "C", "C", "C", "N", "C", "N", "H", "H", "H"],
  "coordinates": [[0.1141, 0.1098, 0.3048], [0.5365, 3.3754, 2.3886], [0.7485, 2.8415, 1.0803], [1.3316, 3.8028, 0.1918], [1.6350, 1.6310, 1.1594], [-0.5239, 2.3288, 0.5174], [0.6471, -1.4066, 3.7988], [-0.4252, -0.6001, 3.0561], [-0.7900, 0.6527, 3.8501], [-1.6967, -1.3888, 2.7092], [-2.2229, -2.0286, 3.8279], [-3.4400, -2.6767, 3.8192], [-4.2023, -2.5392, 2.6810], [-3.7473, -1.8815, 1.5320], [-4.8596, -1.5788, 0.5292], [-4.7918, -0.1321, 0.0033], [-5.0365, -2.6971, -0.4944], [-2.3933, -1.4245, 1.4380], [-1.7723, -0.9474, 0.2542], [-1.8128, -1.6550, -1.0270], [-0.6283, -1.2337, -2.0519], [0.1029, -2.3123, -2.8221], [1.2807, -1.8270, -3.2002], [1.4118, -0.4649, -2.5980], [0.4229, -0.2021, -1.8112], [2.4477, 0.5676, -3.0209], [2.6277, 0.4355, -4.5434], [3.8067, 0.3372, -2.3427], [1.9508, 1.9752, -2.6897], [1.6128, -0.8960, 3.7319], [0.7572, -2.4121, 3.3934], [0.3989, -1.4986, 4.8574], [0.0733, -0.2523, 2.1603], [-1.2855, 0.3611, 4.7783], [-1.4680, 1.2935, 3.2855], [0.0998, 1.2368, 4.0928], [-1.6552, -2.0022, 4.7553], [-3.8136, -3.1926, 4.6977], [-5.2248, -2.9134, 2.6784], [-5.7714, -1.6119, 1.1220], [-5.4433, 0.0106, -0.8649], [-3.7787, 0.1791, -0.2491], [-5.1365, 0.5426, 0.7919], [-4.0830, -3.0860, -0.8193], [-5.6198, -2.3861, -1.3696], [-5.5604, -3.5314, -0.0207], [-1.8058, -2.7475, -0.8974], [-0.3529, -3.2608, -3.0989], [2.0214, -2.3094, -3.8265], [3.0878, -0.5159, -4.8243], [3.2811, 1.2411, -4.8896], [1.6735, 0.5247, -5.0726], [4.2054, -0.6558, -2.5693], [3.7195, 0.4536, -1.2608], [4.5168, 1.0805, -2.7151], [0.9471, 2.1524, -3.0864], [2.6345, 2.7096, -3.1280], [1.9213, 2.1518, -1.6164], [-3.5775, -3.0200, -6.7913], [-4.3150, -4.0295, -7.3853], [-4.3905, -4.5026, -8.6939], [-5.2426, -5.5688, -8.9210], [-5.9937, -6.1374, -7.8771], [-5.9015, -5.6613, -6.5802], [-5.0375, -4.5929, -6.3315], [-4.7474, -3.9383, -5.1364], [-3.8744, -3.0190, -5.4498], [-3.2552, -2.0622, -4.5057], [-3.2799, -2.3329, -3.1945], [-2.7845, -1.2689, -2.2356], [-1.6584, -0.5871, -2.8828], [-1.6178, -0.3154, -4.2338], [-2.5228, -0.8972, -5.0340], [-2.9201, -2.4206, -7.2483], [-3.8119, -4.0614, -9.4991], [-5.3307, -5.9769, -9.9220], [-6.6577, -6.9664, -8.0977], [-6.4823, -6.0941, -5.7730], [-3.6777, -3.2851, -2.8707], [-3.5759, -0.5618, -1.9764], [-0.8537, 0.3759, -4.5814], [-2.6165, -0.5940, -6.0711], [4.7527, -2.3101, 0.2070], [4.2361, -3.9707, 0.4754], [2.9283, -3.9087, 0.5892], [2.0702, -5.0266, 0.8457], [0.7562, -4.7732, 0.9836], [0.2520, -3.4290, 0.8671], [0.9684, -2.3828, 0.6092], [2.3245, -2.5934, 0.4706], [3.1449, -1.5903, 0.2582], [2.4843, -6.0233, 0.9406], [0.0566, -5.5727, 1.1924], [-0.8081, -3.2391, 1.0236]],
  "mulliken_charge": [1.10, -0.65, 1.85, -0.64, -0.75, -0.67, -1.88, 3.71, -1.72, 0.52, -0.40, -1.73, -0.31, -0.15, 0.53, -2.01, -1.39, 0.61, -0.46, 0.17, 1.38, -0.94, -1.39, -0.83, -0.76, 2.56, -1.67, -1.59, -1.81, 0.42, 0.29, 0.47, -2.27, 0.39, 0.39, 0.46, 0.27, 0.37, 0.41, 0.82, 0.41, 0.47, 0.39, 0.18, 0.40, 0.52, 0.69, 0.59, 0.51, 0.39, 0.45, 0.27, 0.31, 0.22, 0.51, 0.29, 0.47, 0.33, -0.04, 0.78, -1.05, -0.40, -0.48, -0.71, 0.33, -0.71, -0.16, 0.60, -0.68, 0.61, -0.02, -0.31, -1.31, 0.21, 0.37, 0.38, 0.37, 0.42, 0.66, 0.24, 0.36, 0.49, 0.25, -0.82, 0.74, -0.76, -1.28, -0.26, 1.28, -0.18, -0.40, 0.46, 0.51, 0.42],
  "energy_ha": -5240.65035,
  "multiplicity": 1
}


{
  "formula": "C19H31N3O4",
  "method": "ωB97M-V with the def2-TZVPD basis set",
  "elements": ["C", "C", "C", "C", "C", "O", "N", "C", "C", "C", "C", "C", "C", "C", "C", "N", "C", "O", "C", "C", "C", "N", "C", "O", "O", "C", "H", "H", "H", "H", "H", "H", "H", "H", "H", "H", "H", "H", "H", "H", "H", "H", "H", "H", "H", "H", "H", "H", "H", "H", "H", "H", "H", "H", "H", "H", "H"],
  "coordinates": [[-2.2070, -4.6318, -2.2243], [-1.0480, -5.0753, -1.7471], [0.1166, -5.4145, -2.6320], [-0.8107, -5.2351, -0.2694], [0.0860, -4.1619, 0.3455], [0.7919, -4.3915, 1.3102], [-0.0097, -2.9446, -0.2436], [0.7376, -1.7816, 0.2170], [1.3674, -1.0266, -0.9676], [0.4384, 0.0265, -1.5755], [-0.9172, -0.5238, -2.0368], [-1.8111, -0.4585, -0.7765], [-0.9145, 0.1724, 0.3034], [-0.0991, -0.8434, 1.1204], [-0.9594, -1.6015, 2.1205], [0.0311, 0.9474, -0.5062], [0.8030, 2.0342, -0.2449], [1.9086, 2.1434, -0.7617], [0.2662, 3.2077, 0.6080], [-0.5574, 4.0713, -0.3627], [-0.5746, 2.8490, 1.8357], [1.4743, 3.9077, 1.0367], [1.4592, 5.1158, 1.6424], [0.4864, 5.7007, 2.0739], [2.7152, 5.6184, 1.7031], [2.8139, 6.8907, 2.3424], [-3.0382, -4.4070, -1.5660], [-2.3673, -4.5018, -3.2876], [0.3798, -6.4690, -2.5221], [-0.1046, -5.2201, -3.6803], [1.0006, -4.8379, -2.3479], [-1.7571, -5.2044, 0.2758], [-0.3371, -6.1922, -0.0496], [-0.6293, -2.8653, -1.0318], [1.5327, -2.1964, 0.8364], [2.2639, -0.5079, -0.6247], [1.6812, -1.7470, -1.7272], [0.9606, 0.5821, -2.3495], [-1.3247, 0.1126, -2.8213], [-0.8272, -1.5239, -2.4640], [-2.6747, 0.1806, -0.9565], [-2.1926, -1.4296, -0.4632], [-1.4933, 0.7934, 0.9746], [0.6289, -0.2484, 1.6840], [-1.7702, -2.1416, 1.6274], [-0.3631, -2.3328, 2.6656], [-1.4065, -0.9119, 2.8390], [-1.4077, 3.5035, -0.7441], [-0.9225, 4.9561, 0.1552], [0.0629, 4.3833, -1.2038], [-1.5858, 2.5571, 1.5607], [-0.1105, 2.0598, 2.4287], [-0.6552, 3.7440, 2.4483], [2.3119, 3.6491, 0.5351], [3.8669, 7.1534, 2.3087], [2.2201, 7.6356, 1.8149], [2.4713, 6.8315, 3.3743]],
  "nbo_charge": [-0.42, 0.03, -0.65, -0.54, 0.70, -0.63, -0.66, -0.05, -0.42, -0.05, -0.41, -0.43, -0.03, -0.22, -0.62, -0.46, 0.71, -0.65, 0.04, -0.62, -0.62, -0.64, 0.89, -0.67, -0.52, -0.25, 0.20, 0.20, 0.22, 0.22, 0.22, 0.24, 0.24, 0.41, 0.24, 0.24, 0.22, 0.24, 0.22, 0.20, 0.22, 0.21, 0.23, 0.21, 0.20, 0.24, 0.21, 0.21, 0.24, 0.22, 0.20, 0.21, 0.26, 0.44, 0.19, 0.19, 0.19],
  "energy_ha": -1207.88638,
  "multiplicity": 1
}


{
  "formula": "C4H7NO",
  "method": "ωB97M-V with the def2-TZVPD basis set",
  "elements": ["C", "C", "N", "C", "C", "O", "H", "H", "H", "H", "H", "H", "H"],
  "coordinates": [[-2.0514, -0.6914, 0.5363], [-0.6009, -0.3171, 0.4473], [0.1628, -0.7872, -0.4483], [1.4886, -0.2163, -0.4816], [1.4393, 1.2448, -0.9137], [0.4224, 1.8783, -1.0479], [-2.6006, 0.0493, 1.1276], [-2.1582, -1.6687, 1.0184], [-2.4816, -0.7498, -0.4672], [-0.2380, 0.4029, 1.1951], [2.0153, -0.2681, 0.4884], [2.1228, -0.7544, -1.1996], [2.4261, 1.7186, -1.0910]],
  "nbo_charge": [-0.67, 0.17, -0.42, -0.36, 0.43, -0.51, 0.22, 0.23, 0.24, 0.14, 0.21, 0.22, 0.11],
  "energy_ha": -286.57006,
  "multiplicity": 1
}


Summary of frontier orbital gap in eV
8.62; 10.02; 5.51; 9.86; 10.58
(order as listed above)